Entry 1:
A molecular structure, C20H20N6O7V. Source: the Open Molecules 2025 dataset; level of theory: the ωB97M-V functional and the def2-TZVPD basis.

Element x y z (Å)
O (0.830, -0.756, -0.657)
V (0.172, 0.008, 0.547)
N (-1.833, 2.694, 4.109)
O (-2.592, 3.582, 3.713)
O (-1.327, 1.905, 3.292)
O (-1.607, 2.610, 5.333)
N (2.904, 2.867, -0.699)
O (1.808, 2.669, -0.192)
O (3.145, 3.944, -1.190)
O (3.687, 1.921, -0.703)
N (2.523, -0.783, 2.975)
C (2.426, -0.629, 4.347)
C (3.242, -1.365, 5.262)
C (4.294, -2.135, 4.770)
C (4.493, -2.238, 3.407)
C (3.538, -1.643, 2.558)
H (1.678, -0.027, 4.841)
H (3.001, -1.300, 6.313)
H (4.867, -2.740, 5.457)
H (5.369, -2.740, 3.024)
H (3.691, -1.731, 1.493)
N (-2.624, 1.071, -1.103)
C (-3.908, 0.596, -0.797)
C (-5.117, 1.000, -1.447)
C (-4.998, 2.017, -2.374)
C (-3.729, 2.570, -2.683)
C (-2.619, 2.051, -2.058)
H (-4.050, -0.112, 0.006)
H (-6.127, 0.645, -1.304)
H (-5.862, 2.399, -2.898)
H (-3.621, 3.382, -3.388)
H (-1.669, 2.529, -2.247)
N (0.879, 1.119, -5.449)
C (2.193, 1.413, -5.008)
C (2.956, 2.468, -5.473)
C (2.272, 3.374, -6.284)
C (1.004, 3.071, -6.831)
C (0.355, 1.859, -6.459)
H (2.665, 0.692, -4.356)
H (3.957, 2.560, -5.077)
H (2.723, 4.319, -6.548)
H (0.485, 3.695, -7.545)
H (-0.591, 1.605, -6.915)
N (-1.269, -2.869, 2.010)
C (-1.339, -3.984, 1.196)
C (-1.624, -5.250, 1.654)
C (-1.978, -5.484, 2.992)
C (-1.971, -4.403, 3.841)
C (-1.641, -3.169, 3.334)
H (-1.201, -3.850, 0.133)
H (-1.721, -6.074, 0.962)
H (-2.218, -6.491, 3.300)
H (-2.285, -4.578, 4.860)
H (-1.636, -2.284, 3.953)

Computed properties:
2S+1 = 2
frontier orbital gap (alpha / beta) = 5.82 / 1.76 eV
M = 507.359 g/mol
highest occupied orbital energy (alpha / beta) = -7.010 / -6.987 eV
LUMO (alpha / beta) = -1.1905 / -5.2222 eV
energy above the lowest of the compared OMol25 structures with the same formula, charge and spin = 208.8 kcal/mol

---

Entry 2:
C20H20N8O2 in the gas phase. Source: the Open Molecules 2025 dataset; level of theory: the ωB97M-V functional and the def2-TZVPD basis.

Element x y z (Å)
O (2.813, 5.100, 2.942)
O (7.019, 4.609, 0.653)
N (-1.717, -5.531, -2.654)
N (-3.347, -1.416, -0.075)
N (-2.164, -2.874, -1.422)
C (3.165, 4.358, 2.029)
C (6.723, 5.431, 1.519)
C (-1.957, -6.755, -3.064)
C (-2.929, -5.058, -2.141)
C (2.342, 2.343, 0.549)
C (2.197, 3.389, 1.436)
C (-3.917, -6.030, -2.322)
C (-2.292, -1.736, -0.779)
C (-4.361, -2.295, -0.001)
C (-3.133, -3.767, -1.421)
C (-4.308, -3.499, -0.678)
C (0.541, 0.550, -0.324)
C (-1.710, 1.020, 0.417)
C (1.013, 1.705, 0.347)
C (0.111, 2.485, 1.090)
C (-0.823, 0.216, -0.315)
C (-1.272, 2.166, 1.115)
N (0.837, 3.481, 1.707)
N (-1.215, -0.925, -0.967)
N (4.489, 4.428, 1.596)
N (5.441, 5.406, 2.034)
N (-3.250, -7.118, -2.883)
C (7.764, 6.484, 1.939)
C (-2.284, 3.032, 1.842)
C (-3.747, -8.473, -3.193)
H (-1.216, -7.400, -3.497)
H (3.274, 2.021, 0.092)
H (-4.969, -5.956, -2.095)
H (-5.270, -2.067, 0.534)
H (-5.089, -4.244, -0.584)
H (1.256, -0.096, -0.804)
H (-2.781, 0.836, 0.379)
H (0.437, 4.149, 2.377)
H (-0.458, -1.472, -1.393)
H (4.743, 3.855, 0.767)
H (5.157, 6.046, 2.782)
H (8.769, 6.208, 1.544)
H (7.869, 6.539, 3.016)
H (7.416, 7.444, 1.587)
H (-2.755, 2.551, 2.669)
H (-1.763, 3.915, 2.221)
H (-3.082, 3.417, 1.178)
H (-3.370, -8.802, -4.155)
H (-4.851, -8.530, -3.154)
H (-3.345, -9.142, -2.437)

Computed properties:
frontier orbital gap = 7.84 eV
SMILES = CC(=O)NNC(=O)c1cc2cc(Nc3nccc(-c4cn(C)cn4)n3)cc(C)c2[nH]1
M = 404.434 g/mol
highest occupied orbital energy = -7.328 eV
LUMO = 0.5104 eV
energy above the lowest of the compared OMol25 structures with the same formula, charge and spin = 0.0 kcal/mol

---

| no. | E (a.u.) |
| --- | --- |
| 1 | -2572.7986 |
| 2 | -1362.6850 |